The following is a DFT calculation (ωB97M-V/def2-TZVPD) of 2 unconnected molecules or ions with the total composition H3O6 in a non-equilibrium geometry.

ORCA input file:
```
! wB97M-V def2-TZVPD RIJCOSX def2/J DEFGRID3
* xyz 1 1
O -0.4560 -1.2769 -0.2445
O -0.0704 -0.5280 1.8665
O 1.4326 1.5606 -1.0566
O 0.0409 -0.0744 -1.4658
O -1.0137 -0.7693 0.9022
O 0.1180 1.1119 -1.1890
H -1.1579 -1.5086 -0.9989
H -0.3437 -0.9393 2.7410
H 1.4503 2.4241 -0.5548
*
```

Values from the calculation:
Total energy = -12311.1380 eV
Maximum force = 0.063 Eh/bohr
Gap between HOMO and LUMO (spin up / spin down) = 8.836 / 8.012 eV
ΔE to the lowest compared entry with this formula, charge and spin = 91.26 kJ/mol

The following is a DFT calculation (ωB97M-V/def2-TZVPD) of a single C3H6N2O molecule in a non-equilibrium geometry.

ORCA input file:
```
! wB97M-V def2-TZVPD RIJCOSX def2/J DEFGRID3
* xyz 0 1
C -0.0800 0.1793 0.9773
C -0.8924 1.9453 -0.5054
C 0.7455 -1.9316 0.8241
N -0.9076 0.9718 0.6288
N 1.0119 -0.5203 1.1530
O 2.0387 -0.1507 1.7571
H -1.9101 2.3575 -0.5508
H -0.3845 1.5188 -1.3392
H -0.2095 2.6963 -0.2093
H 1.6536 -2.2765 0.3868
H 0.7442 -2.4325 1.7706
H -0.0430 -2.1298 0.1649
*
```

Values from the calculation:
Total energy = -8231.2893 eV
Maximum force = 0.099 Eh/bohr
Gap between HOMO and LUMO (spin up / spin down) = 8.475 / 8.474 eV
Structure (SMILES) = CN=C=[N+](C)[O-]
ΔE to the lowest compared entry with this formula, charge and spin = 521.93 kJ/mol

The following is a DFT calculation (ωB97M-V/def2-TZVPD) of 2 unconnected molecules or ions with the total composition C9H8FN3 in a non-equilibrium geometry.

ORCA input file:
```
! wB97M-V def2-TZVPD RIJCOSX def2/J DEFGRID3
* xyz 0 1
C 3.5570 0.7303 0.1704
C 3.5041 -0.6168 0.4000
C 2.4632 1.3327 -0.3816
C 2.2496 -1.2946 0.3364
C 1.2885 0.6817 -0.5185
C -3.6740 1.2599 -0.4854
C -4.3569 0.4894 0.4660
C 1.1373 -0.7261 -0.2156
C -2.5146 0.5099 -0.5912
N -3.7346 -0.6195 0.7622
N -2.5773 -0.6287 0.1102
N -0.0598 -1.2219 -0.4016
F -0.0375 -2.6160 -0.1500
H 4.5965 1.0300 0.3464
H 4.3116 -1.2516 0.8245
H 2.4260 2.4040 -0.5320
H 2.2156 -2.3375 0.6333
H 0.4661 1.2724 -0.9761
H -4.1160 2.1129 -0.9963
H -5.3875 0.6556 0.8271
H -1.7573 -1.1661 0.3717
*
```

Values from the calculation:
Total energy = -16641.2302 eV
Maximum force = 0.075 Eh/bohr
Gap between HOMO and LUMO (spin up / spin down) = 3.910 / 3.643 eV
ΔE to the lowest compared entry with this formula, charge and spin = 783.82 kJ/mol

The following is a DFT calculation (ωB97M-V/def2-TZVPD) of a molecular structure, C2H4ORu in a non-equilibrium geometry.

ORCA input file:
```
! wB97M-V def2-TZVPD RIJCOSX def2/J DEFGRID3
* xyz 1 6
H -0.8230 1.1162 -1.3126
Ru 0.6466 2.2252 -0.3574
C 0.6086 -0.1666 0.5443
H 1.5936 -0.2838 0.0760
H 0.5295 -0.0301 1.6284
C -0.4625 -0.8285 -0.0628
O -1.2038 -0.3294 -0.9822
H -0.8890 -1.7030 0.4664
*
```

Values from the calculation:
Expectation value of S² = 8.77
Total energy = -6752.5949 eV
Maximum force = 0.081 Eh/bohr
Gap between HOMO and LUMO (spin up / spin down) = 6.852 / 6.994 eV
ΔE to the lowest compared entry with this formula, charge and spin = 276.28 kJ/mol

The following is a DFT calculation (ωB97M-V/def2-TZVPD) of a single C3H7F2O2P molecule in a non-equilibrium geometry.

ORCA input file:
```
! wB97M-V def2-TZVPD RIJCOSX def2/J DEFGRID3
* xyz 0 1
C -2.2905 -0.5246 0.3435
C -1.3412 0.3633 -0.4910
C 2.3890 0.7665 -0.2764
O 1.7487 -2.0070 -0.3177
O -0.1588 -0.3443 -0.8539
F 1.7866 1.8641 -0.7012
F 2.9492 1.0133 0.9153
P 1.1382 -0.5643 -0.0001
H -3.1367 -0.1112 0.9009
H -2.6270 -1.4667 -0.2243
H -1.8188 -0.9255 1.2717
H -1.0829 1.0864 0.3606
H -1.6280 0.7904 -1.3530
H 3.0615 0.4430 -1.0341
H 1.0108 -0.3831 1.4597
*
```

Values from the calculation:
Total energy = -22042.4442 eV
Maximum force = 0.137 Eh/bohr
Gap between HOMO and LUMO = 10.818 eV
Structure (SMILES) = CCO[P@@H](=O)C(F)F
ΔE to the lowest compared entry with this formula, charge and spin = 351.45 kJ/mol

The following is a DFT calculation (ωB97M-V/def2-TZVPD) of 2 unconnected molecules or ions with the total composition C27H51Cl3NO7PSi in a non-equilibrium geometry.

ORCA input file:
```
! wB97M-V def2-TZVPD RIJCOSX def2/J DEFGRID3
* xyz 0 1
C -4.2630 -1.5021 -2.1054
O -3.5041 -2.4679 -1.4022
C -3.6147 -2.3655 -0.0006
C -2.6732 -1.2885 0.5391
C -1.2320 -1.8186 0.6618
C -0.2359 -0.6801 0.4670
C 1.2898 -0.9928 0.5331
C 1.4877 -2.4258 1.0702
C 2.1187 -0.9005 -0.7749
C 1.7699 0.2387 -1.7842
C 0.5075 0.0981 -2.6094
O 0.6417 0.9701 -3.7516
Si -0.5771 2.0827 -3.9757
C -0.1796 3.1928 -5.4276
C -0.8405 3.1830 -2.4811
C -2.2061 1.1841 -4.2842
C 2.1755 -2.1774 -1.6344
C 3.2193 -3.2093 -1.3282
O 4.2399 -3.1250 -0.7024
Cl 2.8071 -4.8062 -2.1115
N 3.4200 -0.5026 -0.2140
C 3.4627 -0.2987 1.1339
O 4.4613 -0.3011 1.8488
C 2.0021 -0.0513 1.5415
C 1.7641 -0.4042 3.0200
C 2.2716 0.5757 4.0657
C 1.2550 1.5819 4.6602
C -0.1529 1.6299 4.0494
C -0.6586 3.0870 3.9598
C -2.1601 3.2010 4.0393
O -2.7871 2.4930 2.9631
C -2.6869 3.0885 1.7576
C -2.8405 2.1121 0.6258
O -2.4909 4.2770 1.5897
P 1.8185 1.8435 1.3746
C 3.2774 2.4413 0.4519
O 0.6451 2.1607 0.2257
H -3.6399 -1.0806 -2.8869
H -5.1608 -1.9525 -2.5174
H -4.5641 -0.6797 -1.4584
H -3.3156 -3.3180 0.4223
H -4.6377 -2.1391 0.2993
H -2.6630 -0.4387 -0.1409
H -2.9934 -0.9075 1.5068
H -1.1547 -2.2315 1.6639
H -1.0818 -2.6424 -0.0304
H -0.5217 -0.1705 -0.4447
H -0.4456 0.0295 1.2654
H 2.5466 -2.6570 1.1592
H 1.0514 -2.5914 2.0435
H 1.0720 -3.1799 0.4111
H 1.7747 1.2190 -1.3297
H 2.5861 0.2346 -2.5028
H 0.3617 -0.8998 -3.0165
H -0.3969 0.3712 -2.0727
H -1.0755 3.7172 -5.7447
H 0.5326 3.9369 -5.0820
H 0.2314 2.6455 -6.2693
H -1.2896 2.5674 -1.6981
H -1.5645 3.9622 -2.6930
H 0.0735 3.5819 -2.0556
H -2.3069 0.2753 -3.6997
H -2.9975 1.8588 -3.9572
H -2.3694 0.9985 -5.3399
H 2.2732 -1.9570 -2.6923
H 1.2166 -2.6802 -1.5497
H 4.2673 -0.7281 -0.7084
H 2.2876 -1.3390 3.1887
H 0.7096 -0.6421 3.1488
H 2.6430 -0.0264 4.8904
H 3.1425 1.1193 3.7202
H 1.6917 2.5726 4.6039
H 1.1410 1.3650 5.7182
H -0.8507 1.1112 4.7023
H -0.2043 1.2181 3.0482
H -0.1677 3.7357 4.6752
H -0.3660 3.4558 2.9745
H -2.4723 4.2389 4.0634
H -2.5123 2.7275 4.9514
H -2.6470 2.6055 -0.3139
H -3.8257 1.6586 0.6572
H -2.1377 1.2946 0.7802
H 4.1286 2.3195 1.1152
H 3.1322 3.5052 0.3095
H 3.4758 1.9281 -0.4804
H -0.1767 2.2487 0.7127
C 1.1443 -7.9279 -1.8381
Cl 1.4580 -9.2000 -0.6515
Cl 0.6905 -8.5884 -3.4140
H 0.3313 -7.3109 -1.4760
H 2.0439 -7.3374 -1.9580
*
```

Values from the calculation:
Total energy = -99384.8770 eV
Maximum force = 0.040 Eh/bohr
Gap between HOMO and LUMO = 8.826 eV
Structure (SMILES) = COCCCC[C@@]1(C)[C@](CCO[Si](C)(C)C)(CC(=O)Cl)NC(=O)[C@@]1(CCCCCCOC(C)=O)P(C)O.ClCCl

The following is a DFT calculation (ωB97M-V/def2-TZVPD) of a molecular structure, C14H11ClN2O2Pd in a non-equilibrium geometry.

ORCA input file:
```
! wB97M-V def2-TZVPD RIJCOSX def2/J DEFGRID3
* xyz 2 5
Cl -3.3444 -0.7264 -0.9022
C 1.3873 -1.7541 -3.1090
C 2.2627 -0.6346 -2.9018
C 1.4110 0.5941 -3.0108
H 3.3082 -0.5638 -2.7733
C 0.0012 0.1206 -3.2586
C -0.0017 -1.2836 -3.2158
H -0.8378 -1.9009 -3.3538
H 1.7449 -2.7070 -3.2373
H 1.6454 1.6454 -2.9443
C -1.1348 1.0046 -3.5250
Pd 0.8564 -0.1671 -0.9944
C 1.3122 1.5514 0.0399
C 0.0192 -1.6410 0.0732
O 1.7231 2.4578 0.6914
O -0.1307 -2.4949 0.8352
H -0.9606 2.0054 -3.1186
H -2.0596 0.6086 -3.0548
H -1.2702 1.1115 -4.6183
N 2.1334 -0.4194 5.8059
C 1.3085 -0.2100 5.0077
C 0.2728 0.0784 4.0342
C -0.9812 0.3961 4.4658
C -2.0100 0.6308 3.5087
C -1.6969 0.4448 2.1809
N -0.4031 0.2521 1.8229
C 0.5470 -0.0400 2.6616
H -1.2501 0.4149 5.5389
H -3.0157 0.9155 3.7553
H -2.3915 0.5306 1.3027
H 1.5547 -0.2196 2.2938
*
```

Values from the calculation:
Expectation value of S² = 6.03
Total energy = -37749.9060 eV
Maximum force = 0.148 Eh/bohr
Gap between HOMO and LUMO (spin up / spin down) = 8.246 / 5.550 eV
ΔE to the lowest compared entry with this formula, charge and spin = 93.77 kJ/mol

The following is a DFT calculation (ωB97M-V/def2-TZVPD) of a molecular structure, C16H18F5O18STi in a non-equilibrium geometry.

ORCA input file:
```
! wB97M-V def2-TZVPD RIJCOSX def2/J DEFGRID3
* xyz 0 4
Ti 0.6524 -0.3043 0.2808
C -0.3414 -4.7102 -1.5186
F -1.1307 -4.0075 -2.3845
F -1.1851 -5.1270 -0.5179
F 0.1436 -5.7615 -2.1307
S 0.9549 -3.6745 -0.9436
O 1.6655 -4.4812 0.0215
O 1.6892 -3.3427 -2.1039
O 0.2330 -2.5538 -0.3690
C -3.7798 -2.3369 -3.3264
C -4.1147 -2.4569 -1.8301
O -3.3280 -1.4702 -1.2531
C -2.2535 -1.1186 -2.0542
O -1.3044 -0.5334 -1.7459
O -2.5237 -1.5431 -3.3150
F -3.8904 -3.6728 -1.3453
H -4.5639 -1.8174 -3.8916
H -3.5656 -3.2882 -3.7976
H -5.1459 -2.2886 -1.5644
C 2.6907 2.6555 -4.0251
C 3.8356 1.7106 -4.0041
O 3.4082 0.7250 -3.0078
C 2.3251 1.2576 -2.2977
O 1.8617 0.7365 -1.3675
O 1.9917 2.4116 -2.8202
F 5.0222 2.2627 -3.5906
H 2.1272 2.5171 -4.9447
H 3.0925 3.6658 -3.9708
H 3.9688 1.2425 -4.9751
C -4.6120 2.1317 -0.4489
C -4.6212 2.8305 0.9936
O -3.4781 2.1150 1.5174
C -2.7212 1.4286 0.5945
O -1.6965 0.9267 0.8458
O -3.3193 1.5705 -0.6067
H -4.8124 2.7678 -1.2885
H -5.3346 1.3237 -0.3341
H -5.4596 2.5114 1.5883
H -4.3339 3.8702 1.0076
C 4.0305 -2.8308 3.7096
C 4.9938 -1.6851 3.5872
O 4.0701 -0.6844 2.9269
C 2.8325 -1.1095 2.7736
O 2.0091 -0.5307 2.1982
O 2.7118 -2.3566 3.2400
H 3.9459 -3.2547 4.7090
H 4.2506 -3.6984 3.0895
H 5.8981 -1.8986 3.0188
H 5.2195 -1.2848 4.5706
C -0.2525 2.9869 3.9595
C 0.0969 4.3106 3.2716
O 0.9742 3.9137 2.0902
C 0.8348 2.5831 1.9585
O 1.3242 2.0046 1.0598
O 0.1938 2.0500 3.0184
H -1.3223 2.8306 4.0928
H 0.2735 2.7723 4.8840
H 0.6041 5.0229 3.9119
H -0.8349 4.6867 2.8539
*
```

Values from the calculation:
Expectation value of S² = 3.75
Total energy = -101274.3738 eV
Maximum force = 0.077 Eh/bohr
Gap between HOMO and LUMO (spin up / spin down) = 3.388 / 8.450 eV